1.
Computed, not measured: a 4-piece molecular cluster, C20H42N4O5 overall at a distorted geometry, with ωB97M-V with the def2-TZVPD basis set.

Properties
- HOMO: -8.939 eV
- SMILES: NCCC1=CC(=O)C=CC1=O.COC[C@@H](C)N.COC[C@@H](C)N.COC[C@@H](C)N
- HOMO-LUMO gap: 7.31 eV
- Relative energy (zero: lowest compared OMol25 entry of this formula, charge and spin): 0.00 kcal per mole
- Net charge: 0

CARTESIAN COORDINATES (ANGSTROEM)
N1 2.395 3.393 -0.285
C1 3.194 3.443 -1.591
C2 2.343 4.457 -2.610
C3 0.738 4.190 -2.230
C4 -0.001 5.409 -1.732
C5 -1.590 5.141 -1.306
O1 -2.165 6.078 -0.519
C6 -2.436 3.801 -1.757
C7 -1.640 2.614 -2.258
C8 0.004 2.707 -2.376
O2 0.683 1.549 -2.564
H1 2.390 2.424 0.100
H2 2.769 4.062 0.423
H3 4.296 3.796 -1.408
H4 3.136 2.345 -2.035
H5 2.561 4.235 -3.748
H6 2.655 5.575 -2.336
H7 0.504 6.475 -1.645
H8 -3.617 3.798 -1.677
H9 -2.187 1.614 -2.563
C9 -2.677 -2.581 -0.545
O3 -1.957 -1.438 -0.979
C10 -0.546 -1.508 -0.754
C11 0.233 -2.280 -1.844
C12 0.100 -3.797 -1.726
N2 -0.177 -1.869 -3.194
H10 -2.249 -3.021 0.361
H11 -2.722 -3.321 -1.346
H12 -3.704 -2.272 -0.325
H13 -0.196 -0.468 -0.764
H14 -0.330 -1.896 0.249
H15 1.296 -2.040 -1.720
H16 -0.873 -4.163 -2.065
H17 0.859 -4.294 -2.343
H18 0.248 -4.124 -0.692
H19 -0.004 -0.868 -3.297
H20 -1.198 -1.941 -3.237
C13 7.390 3.791 4.068
O4 6.286 2.921 3.878
C14 5.086 3.337 4.535
C15 4.261 4.381 3.747
C16 4.837 5.793 3.822
N3 4.115 4.000 2.335
H21 7.394 4.245 5.063
H22 7.396 4.563 3.295
H23 8.308 3.205 3.952
H24 4.475 2.431 4.632
H25 5.298 3.677 5.556
H26 3.261 4.417 4.198
H27 5.725 5.920 3.196
H28 4.097 6.525 3.476
H29 5.104 6.054 4.851
H30 3.648 3.093 2.289
H31 5.054 3.805 1.974
C17 -3.611 -6.516 -1.381
O5 -4.434 -5.370 -1.227
C18 -5.838 -5.640 -1.274
C19 -6.436 -6.117 0.070
C20 -6.126 -7.578 0.389
N4 -5.986 -5.278 1.190
H32 -4.045 -7.249 -2.067
H33 -3.418 -6.970 -0.407
H34 -2.648 -6.189 -1.787
H35 -6.312 -4.685 -1.532
H36 -6.075 -6.333 -2.090
H37 -7.527 -6.029 -0.007
H38 -5.094 -7.728 0.716
H39 -6.772 -7.935 1.200
H40 -6.306 -8.216 -0.482
H41 -6.274 -4.315 1.012
H42 -4.963 -5.235 1.144

=====

2.
Computed, not measured: one molecule with the formula C27H32FNO4 at a distorted geometry, with ωB97M-V with the def2-TZVPD basis set.

Properties
- HOMO: -7.651 eV
- SMILES: CCOC(=O)C(F)(C(=O)OCC)[C@H](c1ccc(C)cc1)c1c(C(C)(C)C)[nH]c2ccccc12
- HOMO-LUMO gap: 8.30 eV
- Net charge: 0

CARTESIAN COORDINATES (ANGSTROEM)
C1 -3.926 2.085 -3.478
C2 -3.076 0.874 -3.255
O1 -1.915 1.293 -2.459
C3 -0.983 0.324 -2.390
O2 -0.956 -0.624 -3.149
C4 0.042 0.488 -1.252
F1 0.012 1.818 -0.806
C5 1.356 0.272 -2.036
O3 1.719 -0.857 -2.337
O4 2.089 1.340 -2.369
C6 3.339 0.895 -2.998
C7 4.138 2.092 -3.425
C8 -0.107 -0.509 -0.152
C9 -1.557 -0.663 0.300
C10 -1.959 -0.529 1.634
C11 -3.317 -0.477 1.958
C12 -4.289 -0.633 0.963
C13 -5.746 -0.415 1.258
C14 -3.876 -1.051 -0.308
C15 -2.519 -1.111 -0.612
C16 0.845 -0.135 0.949
C17 1.932 -0.832 1.485
C18 2.505 -2.228 1.230
C19 1.648 -3.253 1.970
C20 3.936 -2.299 1.764
C21 2.549 -2.583 -0.249
N1 2.467 -0.081 2.492
C22 1.740 1.085 2.682
C23 1.862 2.019 3.709
C24 0.856 2.992 3.807
C25 -0.243 2.973 2.931
C26 -0.341 2.024 1.908
C27 0.669 1.068 1.751
H1 -4.882 1.787 -3.911
H2 -4.121 2.624 -2.549
H3 -3.436 2.757 -4.186
H4 -3.616 0.095 -2.696
H5 -2.721 0.441 -4.196
H6 3.903 0.292 -2.272
H7 3.099 0.255 -3.854
H8 5.100 1.755 -3.819
H9 3.637 2.642 -4.224
H10 4.345 2.769 -2.595
H11 0.210 -1.463 -0.587
H12 -1.214 -0.468 2.425
H13 -3.616 -0.312 2.997
H14 -6.348 -0.557 0.353
H15 -6.116 -1.106 2.028
H16 -5.914 0.605 1.626
H17 -4.612 -1.342 -1.068
H18 -2.190 -1.575 -1.541
H19 0.604 -3.237 1.630
H20 2.058 -4.255 1.785
H21 1.670 -3.075 3.052
H22 4.565 -1.510 1.338
H23 3.968 -2.259 2.857
H24 4.370 -3.262 1.473
H25 3.067 -1.803 -0.816
H26 3.104 -3.525 -0.386
H27 1.555 -2.728 -0.682
H28 3.262 -0.360 3.054
H29 2.715 1.976 4.389
H30 0.916 3.771 4.565
H31 -1.046 3.705 3.044
H32 -1.209 2.004 1.253

=====

What did the second record say?
Computed, not measured: one molecule with the formula C27H32FNO4 at a distorted geometry, with ωB97M-V with the def2-TZVPD basis set.

Properties
- HOMO: -7.651 eV
- SMILES: CCOC(=O)C(F)(C(=O)OCC)[C@H](c1ccc(C)cc1)c1c(C(C)(C)C)[nH]c2ccccc12
- HOMO-LUMO gap: 8.30 eV
- Net charge: 0

CARTESIAN COORDINATES (ANGSTROEM)
C1 -3.926 2.085 -3.478
C2 -3.076 0.874 -3.255
O1 -1.915 1.293 -2.459
C3 -0.983 0.324 -2.390
O2 -0.956 -0.624 -3.149
C4 0.042 0.488 -1.252
F1 0.012 1.818 -0.806
C5 1.356 0.272 -2.036
O3 1.719 -0.857 -2.337
O4 2.089 1.340 -2.369
C6 3.339 0.895 -2.998
C7 4.138 2.092 -3.425
C8 -0.107 -0.509 -0.152
C9 -1.557 -0.663 0.300
C10 -1.959 -0.529 1.634
C11 -3.317 -0.477 1.958
C12 -4.289 -0.633 0.963
C13 -5.746 -0.415 1.258
C14 -3.876 -1.051 -0.308
C15 -2.519 -1.111 -0.612
C16 0.845 -0.135 0.949
C17 1.932 -0.832 1.485
C18 2.505 -2.228 1.230
C19 1.648 -3.253 1.970
C20 3.936 -2.299 1.764
C21 2.549 -2.583 -0.249
N1 2.467 -0.081 2.492
C22 1.740 1.085 2.682
C23 1.862 2.019 3.709
C24 0.856 2.992 3.807
C25 -0.243 2.973 2.931
C26 -0.341 2.024 1.908
C27 0.669 1.068 1.751
H1 -4.882 1.787 -3.911
H2 -4.121 2.624 -2.549
H3 -3.436 2.757 -4.186
H4 -3.616 0.095 -2.696
H5 -2.721 0.441 -4.196
H6 3.903 0.292 -2.272
H7 3.099 0.255 -3.854
H8 5.100 1.755 -3.819
H9 3.637 2.642 -4.224
H10 4.345 2.769 -2.595
H11 0.210 -1.463 -0.587
H12 -1.214 -0.468 2.425
H13 -3.616 -0.312 2.997
H14 -6.348 -0.557 0.353
H15 -6.116 -1.106 2.028
H16 -5.914 0.605 1.626
H17 -4.612 -1.342 -1.068
H18 -2.190 -1.575 -1.541
H19 0.604 -3.237 1.630
H20 2.058 -4.255 1.785
H21 1.670 -3.075 3.052
H22 4.565 -1.510 1.338
H23 3.968 -2.259 2.857
H24 4.370 -3.262 1.473
H25 3.067 -1.803 -0.816
H26 3.104 -3.525 -0.386
H27 1.555 -2.728 -0.682
H28 3.262 -0.360 3.054
H29 2.715 1.976 4.389
H30 0.916 3.771 4.565
H31 -1.046 3.705 3.044
H32 -1.209 2.004 1.253

=====

- The lowest HOMO belongs to which entry?
  C20H42N4O5